The following is a quantum chemistry calculation of one molecule with the formula C8H20N2 at a distorted geometry, from the Open Molecules 2025 dataset.

Output
largest force on an atom: 2.32 eV/Å
E_HOMO: -0.2772 Ha
frontier orbital gap: 8.398 eV
E: -426.276079 hartree
net charge: 0

Atoms and positions in Å:
C -0.79357 -0.93083 -2.26013
C -0.77523 -1.36821 -0.78987
C -1.80148 -2.49958 -0.60031
C 0.60979 -1.89566 -0.41816
N -1.23086 -0.28509 0.10944
N -0.50887 0.28659 1.14123
C 0.56357 1.37830 0.95344
C 0.78592 1.75561 -0.50949
C -0.00433 2.59567 1.70046
C 1.89577 0.97941 1.59553
H -0.03908 -0.17521 -2.46144
H -0.60708 -1.78523 -2.90648
H -1.76874 -0.52153 -2.51847
H -1.56238 -3.35293 -1.23146
H -1.81128 -2.81721 0.43931
H -2.79705 -2.14547 -0.85604
H 1.37566 -1.13617 -0.56091
H 0.85575 -2.74659 -1.05018
H 0.63067 -2.22676 0.61860
H -1.78298 0.41071 -0.37437
H 0.00380 -0.40852 1.67577
H 1.37477 1.00478 -1.03459
H -0.16820 1.86631 -1.02646
H 1.31867 2.70284 -0.57309
H -0.92547 2.92808 1.22769
H 0.70342 3.42316 1.70215
H -0.22849 2.32377 2.72947
H 1.75088 0.74856 2.64953
H 2.61862 1.79047 1.51770
H 2.31781 0.10074 1.11116

Atom charges from the Löwdin analysis, given in e for atoms 1 to 8: C -0.05; C -0.61; C -0.06; C -0.04; N -0.04; N -0.02; C -0.58; C -0.06


The following is a quantum chemistry calculation of one molecule with the formula C8H8O at a distorted geometry, from the Open Molecules 2025 dataset.

Output
largest force on an atom: 6.47 eV/Å
E_HOMO: -0.3259 Ha
frontier orbital gap: 9.814 eV
E: -384.761803 hartree
net charge: 0

Atoms and positions in Å:
C 1.21602 1.76205 -0.48371
C 0.02840 2.24821 0.34946
C -0.90060 1.35688 0.59548
C -0.66765 -0.00681 0.24868
C 0.40531 -0.44361 -0.40668
C 1.33600 0.43978 -0.95775
C 0.24701 -2.02285 -0.73356
O -1.00224 -2.20300 0.01508
C -1.21794 -1.19319 1.04068
H 2.09794 2.27739 -0.96953
H 0.02614 3.33304 0.78858
H -1.65590 1.65660 1.43683
H 2.20706 0.13334 -1.65468
H 1.14141 -2.77588 -0.63504
H -0.06386 -2.18664 -1.81336
H -0.81381 -1.38434 2.12145
H -2.38331 -0.99097 1.05807

Atom charges from the Löwdin analysis, given in e for atoms 1 to 8: C -0.05; C -0.09; C -0.09; C -0.21; C -0.18; C -0.06; C -0.08; O -0.19


Q: The lowest E belongs to which entry?
A: C8H20N2